# H5N3P2

An isolated molecule of H5N3P2 in a non-equilibrium geometry (wB97M-V/def2-TZVPD, the OMol25 dataset).

Geometry as XYZ:
```
10
Properties=species:S:1:pos:R:3:forces:R:3
H -3.428795 -0.005981 -1.476931 0.0 -0.4 -0.2
P -2.365514 0.925221 -1.386157 -1.3 1.8 -1.1
N -1.408399 0.067353 -0.550570 3.9 0.6 2.8
N -0.210901 0.983875 0.132865 -1.2 -0.1 -2.1
N 0.830088 0.260452 0.626586 0.7 -1.0 0.0
P 1.718725 -1.108523 -0.048582 0.5 1.9 -0.3
H 0.210928 1.752604 -0.482613 -1.4 -1.7 0.3
H 0.757858 0.120794 1.611432 -0.5 0.2 0.6
H 1.147298 -2.150367 0.641304 -0.4 -0.7 0.6
H 2.748712 -0.845429 0.932666 -0.3 -0.6 -0.5
```
Positions in Å, forces in eV/Å.

Values from the calculation:
F_max ... 0.0944 Eh/bohr
Total energy ... -849.81072 Ha
Relative energy (zero: lowest compared OMol25 entry of this formula, charge and spin) ... 0.7495 eV
Total charge ... 0
Frontier orbital gap ... 8.90 eV

---

# H5N5

A cluster of 2 separate species, H5N5 in total in a non-equilibrium geometry (wB97M-V/def2-TZVPD, the OMol25 dataset).

Geometry as XYZ:
```
10
Properties=species:S:1:pos:R:3:forces:R:3
N -0.798379 1.098213 -0.544644 -1.2 -1.0 -1.2
N -1.342085 -0.023291 -0.549559 0.9 0.0 -3.8
N 2.435040 -0.062229 0.843275 2.2 -1.1 6.6
N -1.614303 -0.864597 0.389078 -0.6 0.5 3.2
N 2.036370 0.090644 -0.288970 -1.8 2.5 -7.9
H -0.657163 1.570648 0.314220 0.3 0.1 2.3
H -1.755507 -0.450936 1.338862 0.2 -0.9 -0.6
H -2.101479 -1.743731 0.142064 0.4 1.4 0.0
H 1.434453 -0.576491 -0.799884 0.4 0.5 0.4
H 2.363057 0.961770 -0.844446 -0.8 -1.9 1.0
```
Positions in Å, forces in eV/Å.

Values from the calculation:
F_max ... 0.1655 Eh/bohr
<S²> ... 2.01
Total energy ... -276.55172 Ha
Total charge ... 0
Frontier orbital gap (alpha / beta) ... 7.48 / 9.62 eV
2S+1 ... 3

---

# H5NO2P2

A cluster of 2 separate species, H5NO2P2 in total in a non-equilibrium geometry (wB97M-V/def2-TZVPD, the OMol25 dataset).

Geometry as XYZ:
```
10
Properties=species:S:1:pos:R:3:forces:R:3
N -1.468872 -0.920721 -2.094207 -1.5 1.2 -2.3
O 1.419013 1.619392 1.951056 -0.3 -0.9 -1.2
O 0.719602 -0.802407 2.558999 0.4 1.0 -1.6
P 1.046645 -0.815657 -0.368935 0.4 0.7 0.2
P 1.131397 0.290003 1.354929 -0.2 -1.7 2.4
H -0.718476 -0.655392 -2.810463 -1.5 -0.7 1.0
H -1.499748 -0.023570 -1.504886 -0.7 -1.8 -1.2
H -2.453714 -1.103721 -2.707653 3.5 1.2 2.3
H 0.754985 -0.423556 3.438164 0.1 0.4 0.3
H 0.993243 -2.000212 0.434481 -0.2 0.5 0.0
```
Positions in Å, forces in eV/Å.

Values from the calculation:
F_max ... 0.0857 Eh/bohr
Total energy ... -890.91527 Ha
Relative energy (zero: lowest compared OMol25 entry of this formula, charge and spin) ... 2.0314 eV
Total charge ... 0
Frontier orbital gap ... 8.96 eV

---

# H5NOSi

A cluster of 2 separate species, H5NOSi in total in a non-equilibrium geometry (wB97M-V/def2-TZVPD, the OMol25 dataset).

Geometry as XYZ:
```
8
Properties=species:S:1:pos:R:3:forces:R:3
N -1.033136 -0.769041 -0.119176 -2.9 2.3 -0.6
O 1.574536 -0.232024 0.046881 0.3 -2.1 1.0
Si 0.149735 0.458165 -0.384043 0.0 2.0 2.5
H -2.090659 -0.658821 0.120743 3.0 -0.2 -0.7
H -0.609949 -1.511915 0.349618 0.3 -1.5 0.9
H 1.651469 -1.080768 0.618953 -0.4 2.5 -1.6
H 0.221709 1.286990 -1.588781 -0.1 -0.6 -0.3
H 0.136298 2.507417 0.955805 -0.2 -2.3 -1.3
```
Positions in Å, forces in eV/Å.

Values from the calculation:
F_max ... 0.0723 Eh/bohr
Total energy ... -422.42815 Ha
Relative energy (zero: lowest compared OMol25 entry of this formula, charge and spin) ... 2.9408 eV
Total charge ... 0
Frontier orbital gap ... 8.40 eV

---

# H5O2

A structure of composition H5O2 in a non-equilibrium geometry (wB97M-V/def2-TZVPD, the OMol25 dataset).

Geometry as XYZ:
```
7
Properties=species:S:1:pos:R:3:forces:R:3
O -1.195458 -0.199547 0.179315 0.3 -0.4 0.4
H -1.746610 0.024476 -0.638930 0.3 0.1 -0.2
H -1.700582 0.166508 0.955112 0.1 0.1 0.3
O 1.183575 0.016862 -0.195441 1.1 0.2 -0.3
H 1.776747 -0.569947 0.285617 0.3 -0.2 0.2
H 1.728757 0.629196 -0.749415 -0.7 -0.2 0.4
H -0.046428 -0.067547 0.163742 -1.5 0.4 -0.6
```
Positions in Å, forces in eV/Å.

Values from the calculation:
F_max ... 0.0320 Eh/bohr
<S²> ... 0.75
Total energy ... -153.32687 Ha
Relative energy (zero: lowest compared OMol25 entry of this formula, charge and spin) ... 0.0989 eV
Total charge ... 0
Frontier orbital gap (alpha / beta) ... 4.17 / 13.66 eV
2S+1 ... 2

---

# H60O30

A cluster of 30 separate species, H60O30 in total in a non-equilibrium geometry (wB97M-V/def2-TZVPD, the OMol25 dataset).

Geometry as XYZ:
```
90
Properties=species:S:1:pos:R:3:forces:R:3
O -7.250764 6.808776 -20.570045 0.1 -0.3 0.7
H -7.795303 7.251219 -21.221159 -0.2 0.4 -0.5
H -6.557787 6.390520 -21.081008 0.2 -0.2 0.0
O -9.454419 8.280423 -16.319261 0.4 0.1 0.5
H -10.399114 8.407539 -16.231942 -0.8 0.4 -0.2
H -9.366733 7.516259 -16.888988 0.1 -0.5 -0.4
O -15.098365 9.074753 -16.029519 0.3 -0.3 0.2
H -15.801399 9.682121 -16.259927 -0.1 0.5 -0.1
H -15.274423 8.293729 -16.554144 0.0 -0.2 0.0
O -9.577803 6.813340 -18.837757 -0.2 0.3 0.4
H -10.256987 6.176059 -19.058703 -0.3 -0.3 -0.1
H -8.789988 6.484209 -19.270474 0.7 -0.2 -0.3
O -8.308434 8.484162 -22.498767 0.1 -0.2 0.0
H -8.762306 8.085182 -23.241096 -0.4 -0.1 -0.2
H -7.487165 8.810273 -22.866724 0.4 0.3 0.0
O -16.379012 13.640838 -17.115667 -0.5 0.0 -0.3
H -15.621480 13.112387 -16.864447 0.5 -0.3 0.5
H -16.042166 14.535514 -17.163805 0.1 0.3 0.1
O -11.093644 14.383863 -14.591311 0.0 -0.3 -0.1
H -10.227022 14.416280 -14.186177 0.4 0.2 0.1
H -11.640444 14.936512 -14.032905 -0.2 0.4 0.0
O -5.684734 10.483824 -20.144410 0.2 0.2 -0.5
H -5.063822 9.757597 -20.087094 0.2 -0.1 0.1
H -6.490460 10.141820 -19.757024 -0.4 -0.2 0.4
O -10.039655 11.990662 -15.937157 -0.4 0.3 -0.2
H -10.448286 12.617102 -15.339819 -0.4 0.3 0.0
H -9.505473 11.433057 -15.371528 0.6 -0.5 -0.1
O -11.667882 10.325461 -13.354063 0.3 -0.4 -0.3
H -12.132079 9.569564 -12.994386 -0.3 -0.3 0.3
H -10.949526 10.480104 -12.740647 0.3 0.0 0.3
O -8.081705 12.496382 -17.971098 0.3 0.4 -0.1
H -8.858298 12.510585 -17.411687 -0.5 -0.1 0.4
H -7.980955 11.577222 -18.218537 0.1 -0.4 -0.3
O -12.100072 9.491989 -15.985169 0.4 -0.2 -0.3
H -11.960994 9.575448 -15.041808 0.2 0.4 0.2
H -12.993964 9.159703 -16.067495 -0.7 -0.1 -0.3
O -11.573506 5.232631 -20.986576 0.3 -1.1 0.7
H -11.540325 6.183498 -20.881776 -0.2 0.9 -0.5
H -12.410338 5.068153 -21.421181 -0.1 0.0 -0.2
O -14.294708 13.128243 -21.478820 0.9 0.3 -0.4
H -14.782018 13.279586 -20.668971 -0.6 -0.3 0.4
H -14.775090 12.428098 -21.920699 -0.2 -0.2 0.1
O -11.381828 10.889129 -18.648007 -0.3 0.2 -0.2
H -11.615707 11.051931 -17.734206 0.0 0.1 0.6
H -10.600212 10.338563 -18.601255 0.4 -0.3 -0.2
O -14.384884 7.498483 -19.096614 0.0 0.2 0.3
H -15.245547 7.355841 -18.702737 -0.3 -0.1 0.1
H -14.094260 6.625603 -19.360907 0.3 -0.3 -0.2
O -8.252401 9.456725 -18.750072 0.2 0.7 -0.4
H -8.298448 9.061801 -17.879349 0.0 -0.1 0.5
H -8.670723 8.816938 -19.326199 -0.3 -0.3 -0.1
O -14.098971 10.429978 -19.067128 -0.6 -0.3 0.0
H -14.048066 9.474146 -19.071231 0.1 -0.2 0.1
H -13.186809 10.719004 -19.092753 0.7 0.2 0.0
O -15.544209 8.716469 -21.480721 0.0 0.1 -0.3
H -16.338359 8.187766 -21.558341 -0.2 -0.1 -0.1
H -15.265960 8.599670 -20.572330 0.1 0.0 0.1
O -6.196696 10.951637 -16.043433 0.7 -0.1 -0.2
H -6.837483 10.627160 -15.410708 -0.1 -0.1 0.1
H -6.538081 11.803547 -16.315343 -0.1 0.3 -0.3
O -14.268944 15.291953 -15.135071 0.1 0.4 0.0
H -13.748174 14.564033 -15.474419 0.0 -0.4 -0.3
H -13.973108 15.397654 -14.230891 -0.2 0.1 0.3
O -16.086081 12.163106 -19.539080 -0.5 0.3 -0.5
H -16.187419 12.667339 -18.731790 -0.4 0.5 0.4
H -15.483368 11.456709 -19.306764 0.5 -0.4 -0.1
O -12.883068 12.515816 -12.530442 -0.3 0.7 0.5
H -12.532577 13.232239 -13.059719 0.0 0.1 -0.2
H -12.528405 11.723584 -12.933941 0.0 -0.2 -0.2
O -8.320901 10.150600 -14.741387 -0.5 0.6 0.9
H -8.779131 10.406161 -13.940787 0.3 -0.1 0.5
H -8.823636 9.409547 -15.079513 -0.1 -1.0 -0.7
O -10.365609 9.734251 -21.253080 -0.1 0.1 0.3
H -10.346879 10.660723 -21.492937 -0.2 0.4 0.0
H -9.468463 9.431713 -21.393883 0.4 -0.1 -0.3
O -12.217391 13.846500 -17.219246 0.2 0.2 0.2
H -11.547086 14.188520 -16.627686 0.3 0.2 0.3
H -12.123470 14.368721 -18.015929 -0.2 -0.1 -0.7
O -11.616100 13.300470 -20.216342 0.4 0.6 0.1
H -12.435897 12.895162 -20.498971 -0.6 0.0 -0.5
H -11.277152 12.711559 -19.542162 0.2 -0.4 0.2
O -13.994815 12.293073 -16.086799 -0.6 -0.3 0.5
H -13.220175 12.755059 -16.407319 0.4 0.3 -0.7
H -13.644704 11.561684 -15.578153 -0.1 -0.3 0.1
O -12.130705 7.778173 -21.504226 -0.5 -0.9 0.0
H -11.480343 8.478871 -21.551999 0.5 0.8 0.0
H -12.797062 8.109861 -20.902408 -0.3 0.3 0.0
O -7.753426 15.180991 -18.776182 0.1 0.6 0.0
H -8.561936 15.596878 -18.476894 -0.1 0.2 0.0
H -7.937586 14.242492 -18.737107 0.1 -0.7 0.1
```
Positions in Å, forces in eV/Å.

Values from the calculation:
F_max ... 0.0261 Eh/bohr
Total energy ... -2293.23757 Ha
Relative energy (zero: lowest compared OMol25 entry of this formula, charge and spin) ... 3.0961 eV
Total charge ... 0
Frontier orbital gap ... 9.15 eV

---

# H66O33

A cluster of 33 separate species, H66O33 in total in a non-equilibrium geometry (wB97M-V/def2-TZVPD, the OMol25 dataset).

Geometry as XYZ:
```
99
Properties=species:S:1:pos:R:3:forces:R:3
O 3.183102 -0.370113 -4.665951 -0.3 0.3 0.3
H 3.628912 -0.806855 -5.382163 0.3 -0.3 -0.3
H 3.259400 -0.919071 -3.866146 0.0 -0.3 0.0
O 0.562514 1.523778 -1.096412 -0.7 0.3 0.9
H 0.363761 2.454625 -0.809477 0.5 -0.9 -0.9
H 1.051568 1.469521 -1.935751 0.2 0.7 0.1
O -2.428596 4.493949 2.097640 0.1 0.0 -2.6
H -2.377782 4.417028 3.022475 -0.1 -0.5 1.8
H -3.036012 3.805736 1.723728 0.2 0.5 0.6
O 3.843323 1.329629 -0.721240 0.4 0.3 0.4
H 3.359277 1.624656 -1.509084 -0.1 0.0 -0.3
H 3.336654 0.599861 -0.363193 -0.3 -0.3 0.1
O 3.474457 -2.961982 3.263088 -0.1 0.3 -0.2
H 4.163183 -2.458406 2.784583 0.1 -0.1 0.1
H 3.839797 -3.198499 4.120691 0.1 0.1 0.0
O -2.933780 3.072602 4.912516 0.3 -0.3 -0.2
H -2.062197 2.752370 5.212720 0.0 -0.1 -0.3
H -3.386863 3.377665 5.696002 -0.2 0.2 0.3
O -0.106894 4.167246 -0.291589 0.4 0.1 0.4
H 0.698873 4.304382 0.231686 0.1 0.0 -0.3
H -0.798809 4.354150 0.355641 -0.5 -0.1 0.2
O 1.659152 3.932708 -4.449377 0.6 0.8 1.3
H 1.272473 4.471398 -3.703465 0.2 -0.7 -1.2
H 0.943876 3.799477 -5.050650 -0.8 0.0 -0.5
O 2.480300 1.772452 -3.107786 0.5 -0.6 -1.7
H 2.376703 2.421706 -3.862329 -0.3 0.0 1.3
H 2.845273 0.996145 -3.612346 -0.2 0.7 0.7
O -4.291386 1.391846 -1.324866 -0.4 0.6 0.3
H -3.560187 1.566811 -1.931841 0.3 -0.3 -0.2
H -4.224546 0.464551 -1.100459 0.2 -0.5 0.0
O -1.306353 -1.923386 -0.132786 0.0 -0.6 1.4
H -0.909620 -2.492020 0.614498 -0.2 1.0 -1.1
H -1.655466 -1.118029 0.332245 0.5 -0.5 -0.4
O 0.179175 -3.288539 1.646463 -0.1 0.4 0.5
H 0.594625 -4.135839 1.473628 0.1 -0.3 0.0
H -0.004835 -3.288058 2.633537 0.3 -0.2 -0.7
O 3.010958 3.363977 0.991736 -0.1 -0.5 -0.1
H 3.672582 3.679387 1.606946 0.2 0.1 0.1
H 3.436240 2.602562 0.512087 -0.3 0.5 0.0
O 5.326174 -1.606816 1.574515 -1.5 -0.5 -0.3
H 4.653653 -1.158198 1.011226 0.7 -0.2 0.4
H 6.112063 -1.088448 1.665015 0.4 0.7 -0.2
O -1.867437 1.012013 -2.677051 -0.6 0.0 -0.1
H -1.360546 0.945440 -3.489251 0.1 -0.1 -0.6
H -1.285175 1.527130 -2.122407 0.5 0.1 0.7
O -1.862357 -4.610946 -1.277830 1.4 1.3 1.4
H -2.771704 -4.625033 -1.443334 -2.4 -0.8 -1.0
H -1.904150 -3.844810 -0.649263 1.1 -0.6 -0.6
O -0.992250 -1.753343 -6.077136 0.1 -0.3 -0.2
H -0.687552 -2.602230 -5.644699 -0.3 0.5 -0.2
H -1.401101 -1.968070 -6.918554 0.0 -0.1 0.0
O -4.280195 2.778577 1.072982 -0.2 -0.5 -0.5
H -4.208540 2.261249 0.229284 0.1 0.1 0.2
H -5.180032 3.113442 1.031300 0.0 0.2 0.1
O 1.435455 -0.554342 3.993544 0.0 -0.7 0.6
H 1.295338 0.131975 3.353344 -0.2 0.8 -0.7
H 2.004008 -1.182355 3.537271 0.3 -0.3 0.1
O -0.082018 -3.500725 4.255487 0.9 1.2 0.7
H 0.346521 -2.637651 4.548533 -1.0 -1.4 -0.5
H -1.039759 -3.374095 4.330210 0.1 0.5 0.2
O -4.251295 -2.230844 -0.348817 -0.7 -0.1 -1.3
H -4.121068 -2.164690 0.576323 0.2 0.1 1.4
H -3.391635 -2.494671 -0.680582 0.4 0.3 -0.1
O 2.803186 -1.777956 -2.251235 0.1 0.8 -0.1
H 1.869145 -1.801678 -2.540960 -0.6 0.0 0.0
H 3.129341 -2.654428 -2.409790 0.3 -0.8 0.0
O -1.922316 0.422910 1.184418 -0.8 0.4 0.7
H -2.632584 0.677622 1.819918 0.4 -0.4 -0.5
H -1.285885 1.139947 1.253719 0.2 0.1 -0.1
O -0.285977 -3.762081 -4.559167 0.9 0.5 -0.1
H -0.118911 -3.201558 -3.759136 -0.6 -0.6 -0.2
H -0.955621 -4.416847 -4.391976 -0.3 -0.2 0.6
O 0.104035 -1.836510 -2.590494 0.0 0.7 0.6
H -0.223771 -0.989709 -2.966450 0.3 -0.5 -0.1
H -0.133436 -1.775586 -1.628954 -0.4 -0.3 -0.6
O 0.108853 0.172880 -4.683657 1.5 1.0 -0.1
H -0.236719 -0.341109 -5.435830 0.0 -0.3 0.0
H 1.048764 0.439086 -4.907315 -1.6 -0.7 0.4
O -2.561952 -2.142197 3.884904 1.3 -1.5 -0.1
H -2.840548 -1.245466 3.920474 -0.8 1.4 0.0
H -3.308119 -2.723324 3.953369 -0.7 0.0 0.1
O -0.279626 5.275186 -2.907027 0.3 0.1 -0.5
H -0.310080 5.029456 -1.985768 0.1 -0.3 0.9
H -1.121657 5.687371 -3.077861 -0.3 0.2 -0.2
O 2.627051 -5.555276 2.586020 0.3 0.6 0.1
H 2.258414 -5.640340 3.483135 0.2 0.3 -0.6
H 3.097187 -4.678532 2.560513 -0.7 -1.0 0.4
O 2.431318 -1.140096 0.567610 -0.3 -0.7 -0.2
H 2.295823 -1.396923 -0.375455 0.2 0.1 0.7
H 1.939629 -1.822696 1.083651 0.2 0.6 -0.5
O -0.453429 1.697583 4.589815 -0.4 0.0 1.0
H -0.009597 0.919500 4.952242 -0.1 0.1 -0.1
H -0.358425 1.632365 3.637031 0.2 0.0 -0.4
O -3.847552 0.493884 3.541706 1.0 1.5 1.1
H -3.613371 1.338683 4.057878 -0.2 -1.3 -0.9
H -4.800072 0.513258 3.527476 -0.5 -0.1 -0.2
O 0.706194 1.819312 2.187670 0.9 -0.1 -1.7
H 1.363857 2.547959 2.249171 -0.4 -0.5 -0.1
H 0.877613 1.473306 1.265293 -0.2 0.3 1.1
```
Positions in Å, forces in eV/Å.

Values from the calculation:
F_max ... 0.0526 Eh/bohr
Total energy ... -2522.68403 Ha
Relative energy (zero: lowest compared OMol25 entry of this formula, charge and spin) ... 0.4578 eV
Total charge ... 0
Frontier orbital gap ... 10.93 eV

---

Question: Look up the total energy of the sixth one.
Answer: -2293.23757 Ha

---

Question: Which value of F_max does entry 5 give?
Answer: 0.0320 Eh/bohr

---

Question: Which value of total charge does entry 7 give?
Answer: 0